# 1
17
Properties=species:S:1:pos:R:3 method="wB97M-V/def2-TZVPD" largest_force_ha_per_bohr=0.1001 orbital_gap_ev=6.933 relative_energy_kj_mol=615.71 homo_ev=-8.0
N -1.0217 -1.4863 -0.3563
N -0.0933 -1.3860 0.4659
N 0.3318 1.2549 -0.6346
C -1.9957 -0.5574 -0.6538
C 1.3264 0.6280 -1.0237
C 1.2225 -1.3614 0.4521
C -0.5515 1.1788 0.4142
C -1.7978 0.8247 -0.3614
C -0.4405 0.8455 1.7089
C 1.9006 -0.4724 -0.4030
H -1.3641 0.7896 2.2664
H 1.7442 -1.9775 1.1287
H -2.7332 -0.9396 -1.3728
H -1.8466 1.4738 -1.2438
H 1.8892 0.9450 -1.8962
H 2.8876 -0.5458 -0.6549
H 0.5420 0.7862 2.1643



# 2
24
Properties=species:S:1:pos:R:3 method="wB97M-V/def2-TZVPD" largest_force_ha_per_bohr=0.0941 orbital_gap_ev=9.363 relative_energy_kj_mol=75.49 smiles="CC/C(O)=[NH+]/CCCN" total_charge=+1 homo_ev=-12.6
O -0.6760 1.1298 -1.6810
N 0.8015 -1.5767 -0.4070
N -0.1510 0.9722 0.4874
C -2.2767 0.3406 -0.1295
C -2.2632 -0.6542 1.0541
C 1.2410 1.3619 0.3388
C 2.2462 0.2469 0.3858
C 1.9421 -0.7548 -0.6487
C -1.0038 0.7998 -0.4391
H 1.6766 -0.2345 -1.6511
H 3.3213 0.5553 0.2922
H 2.8326 -1.5320 -0.7625
H 1.4611 1.8717 -0.5828
H -2.7541 -0.0770 -1.0641
H -0.4028 0.6402 1.4364
H -1.2084 0.9260 -2.4783
H -3.2802 -1.0985 1.0412
H 1.4669 2.1462 1.0428
H -2.0764 -0.1788 1.9224
H 0.6210 -2.2214 -1.1087
H -1.5069 -1.4932 0.9266
H -2.9541 1.1582 0.1863
H 0.7884 -1.9466 0.4790
H 2.1549 -0.3810 1.3599



# 3
10
Properties=species:S:1:pos:R:3 method="wB97M-V/def2-TZVPD" largest_force_ha_per_bohr=0.0665 orbital_gap_ev="7.916 / 8.195" relative_energy_kj_mol=437.90 homo_ev="-8.2 / -8.1"
O -0.8901 0.2880 0.0954
N 2.3989 0.7679 -0.2096
N -0.1540 -1.8240 0.0914
C -1.0154 1.5881 0.1257
C 0.1695 -0.4446 0.0277
C 1.4337 0.0926 -0.0800
H -0.1924 -2.2029 -0.7787
H 0.4938 -2.3663 0.6648
H -0.2610 2.3495 0.1579
H -1.9830 1.7516 -0.0945



# 4
8
Properties=species:S:1:pos:R:3 method="wB97M-V/def2-TZVPD" largest_force_ha_per_bohr=0.0407 orbital_gap_ev=7.158 relative_energy_kj_mol=125.97 total_charge=-1 homo_ev=-3.4
Cl 1.2303 1.7112 -0.5965
S -1.1724 -0.2681 -1.1976
O -1.9054 -1.0220 -0.1605
O -1.7531 0.9588 -1.7627
C 0.3218 0.2849 0.0191
C 0.9165 -0.4363 0.9558
H 0.5240 -1.2667 1.4649
H 1.8384 0.0380 1.2775



# 5
55
Properties=species:S:1:pos:R:3 method="wB97M-V/def2-TZVPD" largest_force_ha_per_bohr=0.0174 orbital_gap_ev=8.165 relative_energy_kj_mol=74.95 smiles="CCCCN(C)C1CCN(C(=S)Nc2ccc(OCC)cc2)CC1" homo_ev=-7.6
S 2.0183 2.8398 -0.4447
O 7.1991 -1.1846 -0.7049
N 0.0227 1.5143 0.6391
N 1.9043 0.2602 0.1522
N -3.8072 0.5685 -0.9603
C 5.9376 -0.7384 -0.4451
C -5.0681 0.2320 -0.3356
C -7.5176 -1.7535 0.0016
C 8.6010 -0.5349 1.1933
C 4.2803 0.8328 0.3223
C 3.5916 -1.2581 -0.6186
C 1.2830 1.4758 0.1410
C 5.6046 0.4843 0.1268
C 8.3128 -0.4153 -0.3009
C -1.7112 -0.1718 0.2769
C -0.6704 0.3994 1.2434
C -5.1103 -1.0644 0.4894
C -6.4991 -1.3504 1.0615
C -0.8746 2.6065 0.3324
C -1.9488 2.1343 -0.6478
C -2.7229 0.9380 -0.0700
C -3.4590 -0.2630 -2.0879
C 3.2584 -0.0245 -0.0608
C 4.9088 -1.6097 -0.8077
H -8.4620 -2.0195 0.4708
H -1.2132 -0.5122 -0.6329
H -1.4706 1.8510 -1.5861
H -7.7048 -0.9401 -0.6944
H 1.3089 -0.5538 0.0860
H -2.5925 0.1586 -2.5937
H 8.7603 -1.5780 1.4550
H -0.2908 3.4217 -0.0962
H -1.1834 0.7811 2.1352
H 4.0464 1.7827 0.7725
H -2.2120 -1.0253 0.7350
H 0.0334 -0.3642 1.5790
H -4.7995 -1.9051 -0.1341
H -1.3366 2.9526 1.2630
H 2.8085 -1.9463 -0.9070
H 7.7678 -0.1574 1.7810
H -5.8060 0.1713 -1.1389
H -4.2926 -0.2589 -2.7901
H 8.1849 0.6347 -0.5910
H 5.1710 -2.5604 -1.2441
H -5.3504 1.0698 0.3103
H -2.6439 2.9467 -0.8555
H -6.8577 -0.4656 1.5927
H 9.1488 -0.8293 -0.8722
H -3.1878 1.2698 0.8663
H -6.4141 -2.1603 1.7906
H -3.2372 -1.3081 -1.8266
H -4.4053 -0.9789 1.3198
H -7.1611 -2.6137 -0.5610
H 9.4941 0.0323 1.4409
H 6.3639 1.1871 0.4300



# 6
39
Properties=species:S:1:pos:R:3 method="wB97M-V/def2-TZVPD" largest_force_ha_per_bohr=0.0406 orbital_gap_ev=9.068 relative_energy_kj_mol=420.50 homo_ev=-9.3
O 0.6200 -0.4148 -0.6652
O -1.7905 3.6989 0.7231
O 3.1119 -1.5061 1.8146
O -1.4190 -1.1161 3.9486
O 3.4252 2.2200 -4.3789
O 0.1226 -1.2715 -4.8597
O 0.6394 -5.4598 -1.4718
O 0.9529 4.9698 -0.1581
O -1.2301 -4.0187 1.2876
O -1.7725 -0.3386 0.1422
O -3.1863 1.7839 -0.7845
O 0.5624 -0.7598 2.9698
O 0.2213 2.0759 2.2063
H 3.2399 -0.6608 1.3696
H -3.6382 2.3797 -0.1764
H 3.0607 2.6218 -5.1756
H -2.1013 4.2718 0.0131
H 2.2680 -1.8245 1.4749
H -3.7259 1.8099 -1.5827
H -1.1706 -0.8000 0.7370
H -2.0722 -1.8122 3.8153
H -2.1230 -3.7020 1.1105
H -0.0537 0.2671 -0.7666
H -0.7589 -0.9684 -5.1047
H -0.4804 2.6817 1.9425
H 1.0767 -4.6273 -1.6829
H -1.4635 0.5743 0.1576
H 0.0914 -2.2241 -5.0032
H 1.2554 -0.4090 3.5405
H -1.1956 3.0814 0.2828
H 1.3195 -0.1453 -1.2710
H -1.2602 -4.9516 1.0472
H 0.4840 1.6487 1.3832
H -1.6246 -0.4676 3.2658
H 0.8483 -6.0307 -2.2197
H 1.0168 -1.4089 2.4210
H 0.9452 5.9156 -0.3435
H 3.0918 1.3158 -4.3987
H 0.9115 4.5596 -1.0293



# 7
75
Properties=species:S:1:pos:R:3 method="wB97M-V/def2-TZVPD" largest_force_ha_per_bohr=0.0119 orbital_gap_ev=6.781 relative_energy_kj_mol=0.00 total_charge=+2 homo_ev=-12.9
Sn -1.0574 1.3366 0.9091
F -2.0686 5.4982 5.3402
O 1.4043 -4.0757 -1.9032
O -1.0243 1.3517 -4.3810
O 2.2929 0.4361 0.6330
O -4.2029 -1.1087 1.5479
O -3.0849 0.4313 0.5290
N -1.1989 -0.9279 4.2802
N -2.2089 -0.3799 2.3204
N -3.2336 -0.4026 1.4678
N -0.4959 0.2668 -2.1124
N -3.2720 -1.8252 3.8777
N -0.0877 -0.1734 3.8897
N 0.5688 -1.6837 -1.6036
N -0.1732 -0.3743 0.1566
C -2.4691 2.5544 3.3240
C 1.9640 -0.7262 1.2426
C -0.0240 -0.5607 -1.1772
C 2.5474 -1.3291 -4.7703
C 1.8040 -3.2387 -2.8987
C 2.7905 -1.4570 2.0882
C 2.6014 -3.5973 -3.9710
C -1.7012 4.2606 -2.2271
C -0.9348 1.6090 -2.0720
C -1.2006 2.1812 -3.3270
C 1.3625 -1.9118 -2.7664
C 2.3175 -2.6333 2.6639
C -0.6741 4.6611 3.6605
C 1.0363 -3.0948 2.4016
C 1.7471 -0.9591 -3.6953
C -2.2631 -1.0667 3.4820
C -1.4474 3.6911 -0.9961
C -2.7301 3.5295 4.2715
C -1.3557 1.8401 -5.6849
C -1.5882 3.5080 -3.3929
C -1.3198 2.6171 2.5385
C -0.4370 3.6848 2.7078
C 3.6570 0.8642 0.7121
C -1.0651 2.3477 -0.9110
C 0.2088 -2.3595 1.5604
C -1.8228 4.5635 4.4269
C 2.9635 -2.6389 -4.9098
C 0.6614 -1.1788 1.0003
C 1.7666 -5.4518 -2.0100
H 2.9732 -3.1981 3.3130
H -3.1954 1.7590 3.2059
H 4.3230 0.0851 0.3402
H -1.5623 4.2837 -0.0965
H 0.0024 5.4906 3.8106
H 3.5811 -2.9272 -5.7488
H -2.0010 5.2970 -2.2963
H 0.6907 -4.0265 2.8271
H -2.4000 2.1509 -5.7218
H 0.4555 3.7709 2.0973
H -0.7842 -2.7176 1.3108
H -3.6227 3.5067 4.8812
H 3.7962 -1.1236 2.2992
H 0.0857 0.5440 4.5855
H -1.1955 1.0081 -6.3620
H 3.7292 1.7414 0.0776
H 3.9228 1.1293 1.7365
H 0.6623 -2.4318 -0.9277
H 2.8423 -0.5810 -5.4922
H 1.3788 -5.8805 -2.9346
H -1.7993 3.9655 -4.3482
H 1.4649 0.0786 -3.5945
H -3.2553 -2.2851 4.7741
H 1.3108 -5.9483 -1.1593
H 0.7164 -0.7917 3.8099
H 2.8500 -5.5712 -1.9677
H -4.0699 -1.9536 3.2724
H 2.9440 -4.6151 -4.0825
H -0.7031 2.6699 -5.9583
H -0.4983 -0.1159 -3.0514
H -1.1951 -1.3918 5.1780



# 8
7
Properties=species:S:1:pos:R:3 method="wB97M-V/def2-TZVPD" largest_force_ha_per_bohr=0.0728 orbital_gap_ev=5.990 relative_energy_kj_mol=0.00 homo_ev=-6.9
Pb 1.3683 0.5887 1.5921
O 1.2294 -0.9305 0.2530
O -1.7339 -0.0217 0.2182
C 0.2893 0.7874 -0.7675
C -0.9572 0.8097 -0.2779
Li -0.6413 -1.6127 0.7513
H 0.4454 0.3790 -1.7692



# 9
98
Properties=species:S:1:pos:R:3 method="wB97M-V/def2-TZVPD" largest_force_ha_per_bohr=0.1875 orbital_gap_ev=1.708 total_charge=-1 homo_ev=-2.9
S 1.4311 2.2050 0.4891
P -3.4915 -0.8260 -3.1510
P -5.4241 -8.7078 -3.4295
P 5.2626 -1.4826 3.9827
P 8.1996 6.6493 0.1148
P -7.5489 2.4666 1.5034
P 4.2742 2.5938 -0.8624
O 1.5356 3.7105 0.4700
O 4.6429 -0.6215 5.2345
O -7.0013 2.7205 0.1063
O 6.8764 -1.1007 4.4367
O -2.9419 0.6614 -2.5036
O -5.0625 -0.3546 -3.1134
O -4.3659 -7.9517 -2.6373
O 0.1330 1.8686 -0.2311
O 6.9083 5.8492 0.0199
O -4.2440 -9.5680 -4.3314
O 8.1630 6.7663 1.8301
O -4.0332 -2.4208 -3.4915
O -7.0339 3.9783 2.1309
O -2.8888 -0.6040 -4.5330
O 9.5065 5.6575 0.1516
O -9.1297 2.8931 1.6030
O -6.7048 -7.8810 -2.6420
O 3.6804 -2.0944 3.7055
O 5.2951 -0.6486 2.7094
O -5.8812 -10.0636 -2.6281
O -8.0671 0.8668 1.1598
O 8.4162 6.7633 -1.5862
C -5.3217 -11.3429 -2.8826
C 5.4478 0.0769 6.1706
C 10.1292 5.2389 1.3547
C -5.6646 4.0006 2.5450
C -7.2684 -0.1454 1.7806
C 3.6528 -3.4752 3.3395
C -5.4758 0.9284 -2.6616
C 7.3353 7.8203 2.3194
C 7.8635 -1.9062 3.7944
C -3.2805 -3.4390 -2.8267
C 2.8823 1.3518 -0.2411
C -1.5838 0.6344 -2.0313
C -3.7370 -8.8503 -5.4590
C -7.3809 -6.9326 -3.4754
C 8.1757 8.0698 -2.1101
C -9.5647 4.1564 2.0811
H -6.6788 -6.1649 -3.8144
H -3.6901 -4.4115 -3.0999
H -2.2323 -3.3924 -3.1385
H 6.1462 -0.6006 6.6641
H 5.2992 1.7598 -0.2140
H -5.8500 -12.0745 -2.2699
H 3.3551 0.5875 0.4567
H 7.1427 8.3696 -1.9073
H 7.6998 8.7841 1.9551
H 2.6163 -3.7725 3.1828
H 6.3008 7.6727 2.0008
H 7.7149 -2.9580 4.0510
H 11.0105 4.6500 1.0960
H -3.2583 -7.9227 -5.1379
H 7.3783 7.8174 3.4084
H -8.1704 -6.4594 -2.8930
H -5.1409 1.1055 -1.6399
H 4.7939 0.5001 6.9345
H 7.8131 -1.7801 2.7105
H 9.4549 4.6110 1.9397
H 8.8659 8.7916 -1.6662
H -3.0024 -9.4758 -5.9652
H -3.3529 -3.3155 -1.7438
H -9.2008 4.3347 3.0936
H -6.2340 -0.0724 1.4309
H -7.8278 -7.4334 -4.3367
H -1.4835 -0.1009 -1.2318
H 2.4973 0.7431 -1.1205
H -9.2418 4.9548 1.4106
H 3.2091 3.3218 -1.5410
H -5.4532 -11.6233 -3.9283
H 4.1406 3.4091 0.3467
H -4.5472 -8.6252 -6.1558
H -6.5660 0.9612 -2.6660
H 4.4286 1.8121 -2.1028
H -5.4355 4.9942 2.9286
H 1.3115 1.8194 1.8315
H 5.2908 3.5552 -1.3064
H 4.0810 -4.0891 4.1355
H 10.4594 6.0981 1.9406
H -5.5012 3.2702 3.3401
H -7.6684 -1.1207 1.5055
H 4.2119 -3.6272 2.4109
H -7.3009 -0.0429 2.8674
H -4.2652 -11.3633 -2.6092
H 8.8469 -1.5945 4.1458
H -5.0065 3.7813 1.7016
H -0.9002 0.3889 -2.8472
H 5.9836 0.8942 5.6846
H 8.3336 8.0463 -3.1880
H -5.1052 1.7092 -3.3284
H -10.6552 4.1526 2.1120
H -1.3330 1.6141 -1.6382



# 10
119
Properties=species:S:1:pos:R:3 method="wB97M-V/def2-TZVPD" largest_force_ha_per_bohr=0.0125 orbital_gap_ev=5.204 relative_energy_kj_mol=23.72 total_charge=-2 homo_ev=-1.6
K 0.6877 -0.7304 -0.9794
S -1.2311 2.0410 2.2657
S -1.7548 -2.4438 -1.8277
P -2.2339 -2.0896 0.1170
P -2.2580 0.3285 1.9218
O 1.5550 -2.8711 0.9686
N 3.1080 3.6073 2.8363
N -0.0538 2.7343 -5.0302
N 2.5802 4.5900 0.6663
N 2.5987 2.1798 0.9374
N -0.7905 3.5777 -1.5149
N 1.1674 -0.9314 2.0386
N 4.6893 3.4105 0.9906
N -2.2507 3.4968 -3.1753
N 4.0949 -1.5853 -5.6159
N 1.4080 3.0252 -3.3915
C 3.3043 -0.5357 -2.2697
C -1.6038 -0.6757 0.7648
C -1.5504 -0.2068 4.6117
C -1.6402 -6.0222 1.1818
C 3.6754 -1.3037 -6.9664
C 2.0665 2.6349 -4.5292
C 5.6037 -0.8700 -3.1214
C 2.9310 -2.3890 2.8607
C 1.8251 -2.0968 1.8705
C 4.5112 3.5723 2.4308
C 6.1049 -1.0661 -1.8450
C 3.4589 -2.7960 -5.1360
C 1.9601 3.3136 0.2685
C -3.9668 0.9173 1.5447
C -3.4826 -2.1569 4.9762
C -5.0108 0.9997 2.4552
C -6.1495 -3.1772 1.0296
C -1.0946 -5.9230 2.4574
C 2.4756 2.3619 2.3756
C 4.0116 2.1646 0.5888
C -6.4332 2.0147 0.8029
C -0.9420 3.3916 -2.7993
C -6.2417 1.5309 2.0844
C -2.4649 -0.4500 3.5921
C 1.1884 2.4460 -5.5518
C -1.5765 -0.9504 5.7820
C -3.4354 -1.4253 3.8014
C -2.5382 -1.9323 5.9690
C 3.9984 4.5206 0.3292
C -6.2155 -1.5325 -0.7091
C -5.3841 1.9560 -0.1098
C -6.8844 -2.3706 0.1762
C -4.0829 -2.2632 0.1606
C -1.2131 -3.5301 2.3055
C -4.1729 1.4052 0.2558
C 3.7631 -0.4583 -4.7395
C -4.7610 -3.1234 1.0168
C 3.8842 -0.7280 -0.9982
C -0.8794 -4.6756 3.0156
C 0.1435 3.0727 -3.7215
C 2.4638 4.7097 2.1162
C -4.8345 -1.4962 -0.7251
C -2.0503 3.7917 -1.0185
C 4.2451 -0.6211 -3.3156
C 5.2282 -0.9973 -0.7688
C -1.9684 -4.8767 0.4793
C -1.7639 -3.6168 1.0373
C -2.9670 3.7513 -2.0243
H 4.1788 -0.4075 -7.3354
H 1.4051 4.7268 2.3832
H 3.4826 -1.4868 3.1204
H 4.9906 4.5076 2.7440
H -6.6533 -3.8535 1.7123
H -2.5548 -2.5177 6.8800
H -4.8729 0.6549 3.4718
H 0.9013 3.3279 0.5299
H -0.9292 2.6010 -5.5045
H -0.8404 -0.7576 6.5543
H 3.9297 -2.1377 -7.6250
H 5.5983 -1.1521 0.2417
H -4.0359 3.8409 -2.0338
H 3.7498 -2.9801 -4.1049
H 1.3147 2.0971 -6.5602
H -4.2405 -2.9212 5.1010
H -2.3642 -4.9404 -0.5275
H 2.9264 5.6518 2.4338
H -4.3143 -0.8704 -1.4400
H 2.9625 1.5204 2.8814
H -0.8175 0.5789 4.4653
H 4.0957 4.3969 -0.7517
H -7.9669 -2.3936 0.1944
H 4.1987 0.4372 -5.2026
H -0.4456 -4.5837 4.0042
H 2.0384 3.1932 -0.8129
H 4.4991 1.3227 1.0864
H -2.6490 3.3124 -4.0780
H 1.4148 2.3678 2.6443
H 5.0040 2.7389 2.9411
H 2.6703 -0.3052 -4.6952
H 2.3584 -2.7199 -5.1621
H 0.2414 -0.8063 1.5886
H 3.7632 -3.6471 -5.7495
H -2.2150 3.8928 0.0380
H 7.1607 -1.2716 -1.6913
H -5.5270 2.3219 -1.1198
H -1.7977 -6.9936 0.7301
H 2.4915 -2.7952 3.7724
H 4.1162 2.0282 -0.4884
H -1.0297 -2.5517 2.7318
H -6.7757 -0.8975 -1.3864
H -3.3610 1.3278 -0.4610
H 6.2693 -0.9335 -3.9793
H 2.5840 -1.1346 -7.0436
H -7.0480 1.5651 2.8080
H -4.2058 -3.7627 1.6921
H 3.1258 2.4587 -4.5275
H 3.2517 -0.6582 -0.1091
H -0.8228 -6.8198 3.0039
H -4.1668 -1.6237 3.0309
H 4.4811 5.4603 0.6250
H 3.6045 -3.1235 2.4295
H -7.3883 2.4364 0.5148
H 1.3625 -0.3483 2.8358



# 11
13
Properties=species:S:1:pos:R:3 method="wB97M-V/def2-TZVPD" largest_force_ha_per_bohr=0.0211 orbital_gap_ev=8.733 relative_energy_kj_mol=34.96 smiles=CSS.O.O homo_ev=-8.2
S -0.6604 -1.9167 -1.2050
S -0.6215 0.1296 -1.5491
O 0.7315 -0.7053 1.2685
O 2.5406 0.6788 -0.1567
C -1.7923 0.7121 -0.3140
H -2.7471 0.2050 -0.4443
H -1.9460 1.7749 -0.4992
H 0.9931 -1.1734 2.0608
H -1.4056 0.5528 0.6775
H 1.4920 -0.4313 0.7295
H 2.3101 1.5064 0.2786
H 1.9880 0.6677 -0.9518
H -0.8824 -2.0004 0.1052